(1)
The following is a DFT calculation (the ωB97M-V functional and the def2-TZVPD basis) of C34H45IrN7 as an isolated structure.

Structure (XYZ):
```
87
Properties=species:S:1:pos:R:3:lowdin_spin:R:1
Ir 1.001 0.210 0.509 1.32
N 1.319 -2.738 3.012 0.25
N 1.204 -2.126 -0.615 0.09
C 1.753 2.098 0.134 0.09
C 2.861 1.226 0.464 0.05
C 2.692 0.784 1.821 0.15
C 3.604 -0.119 2.587 0.02
H 4.346 -0.565 1.927 0.00
H 3.050 -0.926 3.082 0.00
H 4.136 0.456 3.349 0.01
C 1.479 1.333 2.330 0.07
C 0.965 1.138 3.719 0.02
H 1.403 1.857 4.415 0.01
H 1.201 0.127 4.073 0.00
H -0.114 1.308 3.762 0.00
C 0.898 2.163 1.297 0.11
C -0.302 3.016 1.428 0.03
H -0.986 2.529 2.135 0.00
H -0.759 3.158 0.440 0.00
H -0.086 3.999 1.850 0.01
C 3.981 0.861 -0.449 0.01
H 4.840 1.511 -0.271 0.00
H 3.687 0.968 -1.494 0.00
H 4.306 -0.171 -0.290 0.00
C 1.538 2.810 -1.151 0.02
H 0.473 2.951 -1.343 0.00
H 1.949 2.232 -1.980 0.00
H 2.025 3.786 -1.133 0.01
C 0.669 -3.430 3.958 0.19
H 1.132 -3.456 4.952 0.02
C -0.542 -4.099 3.727 0.11
H -1.032 -4.628 4.543 0.00
C -1.082 -4.099 2.437 0.27
H -2.039 -4.578 2.201 0.02
C -0.370 -3.429 1.434 0.22
H -0.723 -3.370 0.399 0.01
C 0.833 -2.767 1.770 0.08
C 1.586 -2.005 0.764 0.30
H 2.665 -1.974 0.962 0.01
C 0.842 -0.896 -1.049 0.14
C 1.291 -3.023 -1.689 0.01
H 1.480 -4.072 -1.513 0.00
C 0.993 -2.298 -2.811 0.03
H 0.885 -2.610 -3.838 0.00
N 0.786 -0.953 -2.411 0.05
C 0.588 0.151 -3.320 0.01
C 1.585 0.500 -4.240 0.01
C 1.361 1.587 -5.105 0.00
H 2.143 1.875 -5.817 0.00
C 0.166 2.314 -5.077 0.00
C -0.078 3.452 -6.025 0.00
H -0.620 4.261 -5.524 0.00
H -0.681 3.132 -6.884 0.00
H 0.872 3.839 -6.403 0.00
C -0.822 1.943 -4.164 0.00
H -1.770 2.490 -4.123 0.00
C -0.612 0.867 -3.295 0.01
C -1.673 0.496 -2.313 0.02
H -1.782 -0.589 -2.230 0.00
H -2.646 0.913 -2.598 0.00
H -1.417 0.909 -1.326 0.01
C 2.881 -0.247 -4.289 0.00
H 2.806 -1.165 -4.889 0.00
H 3.252 -0.514 -3.290 0.00
H 3.642 0.389 -4.759 0.00
C -2.664 1.071 0.921 0.01
N -1.702 -0.130 1.134 0.12
C -2.453 -1.150 0.366 0.02
N -3.705 -1.527 1.052 0.00
C -4.537 -0.304 1.034 0.00
N -3.881 0.877 1.679 0.00
C -3.523 0.522 3.105 0.00
N -2.790 -0.805 3.279 0.00
C -1.534 -0.694 2.586 0.01
C -3.538 -1.834 2.514 0.01
H -2.900 1.014 -0.155 0.00
H -2.246 2.058 1.163 0.00
H -1.785 -1.999 0.164 0.00
H -2.748 -0.653 -0.573 0.00
H -5.430 -0.491 1.596 0.00
H -4.696 -0.022 0.005 0.00
H -2.909 1.318 3.539 0.00
H -4.462 0.425 3.628 0.00
H -0.822 -0.137 3.176 0.00
H -1.155 -1.697 2.439 0.00
H -4.539 -1.853 2.919 0.00
H -3.017 -2.779 2.657 0.01
```

Its LUMO energy (spin up / spin down) is 2.344 / 2.250 eV. Its charge is -1. As for the multiplicity: 5. Its expectation value of S² is 6.03. As for the HOMO energy (spin up / spin down): -0.01 / -4.07 eV. The calculation puts the total energy at -49250.98255 eV. The strongest force on any atom is 4.49 eV/A.

***

(2)
The following is a DFT calculation (the ωB97M-V functional and the def2-TZVPD basis) of C34H45O2RhSe as an isolated structure.

Structure (XYZ):
```
83
Properties=species:S:1:pos:R:3:lowdin_charge:R:1
Rh 0.084 0.715 0.129 0.93
C 1.585 -1.361 7.364 -0.04
C 0.610 -0.313 6.811 -0.56
C -0.816 -0.792 7.085 -0.07
C 0.819 1.017 7.550 -0.04
C 0.865 -0.111 5.320 -0.17
C -0.083 -0.354 4.350 -0.07
C 0.219 -0.105 3.014 -0.37
Se -1.077 -0.515 1.660 1.29
C -2.333 0.957 1.640 -0.37
C -3.066 1.281 2.770 -0.05
C -4.043 2.255 2.684 -0.17
C -4.250 2.824 1.423 0.01
C -3.543 2.517 0.267 -0.08
C -2.508 1.552 0.373 -0.35
O -1.715 1.216 -0.642 -0.27
C -3.940 3.261 -1.019 -0.53
C -3.153 2.867 -2.273 -0.06
C -5.423 2.981 -1.312 -0.05
C -3.741 4.769 -0.805 -0.05
C -4.876 2.713 3.879 -0.56
C -4.482 1.977 5.160 -0.07
C -6.362 2.445 3.604 -0.04
C -4.663 4.216 4.104 -0.04
C 1.468 0.344 2.562 -0.35
O 1.731 0.549 1.277 -0.26
C 2.463 0.567 3.559 -0.08
C 2.121 0.341 4.879 0.03
C 3.859 1.052 3.161 -0.54
C 3.758 2.414 2.457 -0.04
C 4.524 0.027 2.228 -0.04
C 4.774 1.227 4.375 -0.07
H 1.418 -1.508 8.433 0.08
H 1.450 -2.319 6.859 0.09
H 2.623 -1.053 7.227 0.08
H -0.960 -0.914 8.160 0.09
H -1.557 -0.071 6.731 0.08
H -1.016 -1.756 6.613 0.09
H 0.644 0.886 8.620 0.08
H 1.835 1.393 7.420 0.08
H 0.129 1.777 7.178 0.09
H -1.063 -0.734 4.609 0.09
H -2.856 0.776 3.704 0.09
H -5.026 3.575 1.339 0.10
H -3.258 1.809 -2.503 0.08
H -3.546 3.443 -3.114 0.08
H -2.091 3.083 -2.175 0.08
H -5.588 1.914 -1.473 0.09
H -6.074 3.303 -0.498 0.07
H -5.730 3.514 -2.216 0.08
H -2.695 4.992 -0.587 0.09
H -4.024 5.312 -1.710 0.09
H -4.345 5.154 0.017 0.07
H -4.650 0.901 5.076 0.09
H -3.433 2.146 5.414 0.08
H -5.088 2.342 5.992 0.09
H -6.540 1.380 3.448 0.09
H -6.969 2.776 4.450 0.08
H -6.707 2.976 2.716 0.08
H -3.612 4.431 4.309 0.09
H -4.959 4.799 3.230 0.08
H -5.257 4.560 4.953 0.08
H 2.874 0.522 5.633 0.09
H 3.158 2.349 1.553 0.07
H 3.310 3.155 3.123 0.09
H 4.757 2.763 2.186 0.08
H 3.949 -0.109 1.314 0.07
H 5.526 0.370 1.959 0.08
H 4.620 -0.939 2.729 0.09
H 4.391 1.976 5.072 0.09
H 4.920 0.290 4.916 0.09
H 5.753 1.566 4.032 0.09
C 0.981 -2.762 -2.935 -0.10
C -0.130 -1.950 -3.109 -0.09
C -0.437 -0.970 -2.173 -0.10
C 0.391 -0.794 -1.070 -0.27
C 1.497 -1.619 -0.877 -0.10
C 1.789 -2.597 -1.819 -0.09
H 1.213 -3.527 -3.665 0.10
H -0.767 -2.079 -3.975 0.10
H -1.307 -0.339 -2.297 0.09
H 2.130 -1.481 -0.011 0.09
H 2.655 -3.233 -1.676 0.10
```

For the relative energy (zero: lowest compared OMol25 entry of this formula, charge and spin), the calculation gives 0.000 eV. Its LUMO energy (spin up / spin down) is -0.948 / -0.949 eV. Its charge is 0. As for the HOMO energy (spin up / spin down): -7.74 / -7.74 eV. The calculation puts the total energy at -108437.59640 eV. The strongest force on any atom is 0.10 eV/A.

***

> Among the records above, which one has the highest charge?

C34H45O2RhSe

***

> strongest force on any atom of number 1 (C34H45IrN7)?

4.49 eV/A

***

> Among the records above, which one has the highest strongest force on any atom?

C34H45IrN7